# 1
Below is C29H28I2N4OSV as an isolated structure, with properties calculated with ωB97M-V/def2-TZVPD.

Each line ends with the Löwdin spin population.
CARTESIAN COORDINATES (ANGSTROEM)
V: 0.071 0.989 -0.266  1.012
I: 1.160 8.320 -1.152  -0.002
C: 0.736 6.294 -1.231  -0.005
C: -0.314 5.838 -2.019  0.001
C: -0.614 4.481 -2.078  -0.005
I: -2.214 3.800 -3.194  -0.002
C: 0.180 3.621 -1.340  -0.003
O: -0.124 2.262 -1.352  -0.054
C: 1.236 4.036 -0.535  -0.004
C: 2.134 3.052 0.155  0.000
N: 1.423 2.015 0.986  -0.011
C: 0.807 2.542 2.228  0.000
C: -0.672 2.702 2.040  0.001
C: -1.420 3.672 2.675  0.000
C: -2.797 3.677 2.503  0.001
C: -3.385 2.708 1.704  0.001
C: -2.573 1.779 1.087  0.003
N: -1.240 1.773 1.245  -0.001
C: 1.504 5.398 -0.490  0.001
H: -0.910 6.542 -2.584  0.000
H: 2.828 3.585 0.805  0.000
H: 2.714 2.485 -0.577  0.000
H: 2.151 1.345 1.228  0.001
H: 1.287 3.470 2.541  0.000
H: 0.971 1.804 3.017  0.000
H: -0.932 4.409 3.299  0.000
H: -3.404 4.430 2.986  0.000
H: -4.453 2.673 1.548  0.000
H: -2.984 1.011 0.445  0.000
H: 2.326 5.762 0.113  0.000
C: 3.733 -2.841 -0.844  0.001
C: 3.791 -1.464 -1.526  0.007
C: 3.754 -1.630 -3.053  0.001
C: 5.063 -0.716 -1.103  0.006
C: 2.614 -0.696 -1.111  0.050
C: 1.634 -0.048 -0.782  -0.020
H: 4.606 -3.421 -1.142  0.000
H: 2.840 -3.389 -1.143  0.000
H: 3.743 -2.745 0.242  0.000
H: 4.643 -2.175 -3.370  0.000
H: 3.748 -0.664 -3.557  0.000
H: 2.875 -2.193 -3.367  0.000
H: 5.937 -1.285 -1.419  0.001
H: 5.110 -0.598 -0.020  0.000
H: 5.115 0.268 -1.569  0.000
S: -3.916 -4.174 -0.695  0.011
C: -2.797 -2.861 -0.573  0.010
C: -2.986 -1.772 -1.443  -0.002
C: -2.141 -0.696 -1.378  0.005
N: -1.108 -0.646 -0.513  -0.007
C: -0.899 -1.697 0.300  0.005
C: -1.720 -2.796 0.322  0.000
C: -3.365 -5.263 0.600  0.001
C: -3.924 -5.173 1.867  0.000
C: -3.466 -6.050 2.842  0.000
N: -2.530 -6.967 2.620  0.000
C: -2.024 -7.056 1.396  0.000
C: -2.405 -6.230 0.345  0.000
H: -3.789 -1.773 -2.168  0.000
H: -2.268 0.159 -2.033  0.000
H: -0.031 -1.644 0.948  0.000
H: -1.510 -3.604 1.007  0.000
H: -4.698 -4.452 2.090  0.000
H: -3.877 -6.013 3.843  0.000
H: -1.276 -7.824 1.238  0.000
H: -1.968 -6.349 -0.637  0.000

## Properties
Energy relative to the best compared isomer or geometry (same formula, charge and spin): 0.000 eV
Multiplicity: 2
Total charge: +2

# 2
Below is C29H28IrN4O3S as an isolated structure in a non-equilibrium geometry, with properties calculated with ωB97M-V/def2-TZVPD.

Each line ends with the Löwdin spin population.
CARTESIAN COORDINATES (ANGSTROEM)
Ir: -0.052 -0.288 -0.109  0.110
C: -3.142 -1.250 -0.462  0.000
O: -2.170 -0.179 -0.351  0.019
C: -2.551 1.122 -0.613  0.055
C: -3.862 1.494 -0.813  -0.005
C: -4.159 2.831 -1.050  0.083
C: -3.152 3.795 -1.095  -0.002
C: -1.843 3.429 -0.901  0.052
C: -1.517 2.086 -0.659  0.020
N: -0.212 1.636 -0.468  0.184
N: 0.711 2.537 -0.429  -0.088
C: 1.996 2.263 -0.239  0.170
C: 2.577 0.912 -0.016  0.061
O: 1.911 -0.157 -0.190  0.065
C: 3.944 0.793 0.328  0.000
C: 4.739 1.888 0.395  0.031
C: 4.255 3.205 0.082  0.020
C: 5.122 4.292 0.074  0.030
C: 4.671 5.552 -0.302  0.083
C: 3.345 5.731 -0.672  -0.007
C: 2.462 4.664 -0.648  0.093
C: 2.898 3.390 -0.263  -0.002
H: -3.920 -1.113 0.285  0.000
H: -2.595 -2.166 -0.267  0.000
H: -3.554 -1.260 -1.469  0.000
H: -4.657 0.763 -0.793  -0.002
H: -5.191 3.119 -1.194  0.004
H: -3.401 4.828 -1.291  -0.001
H: -1.044 4.155 -0.931  0.002
H: 4.325 -0.199 0.524  -0.001
H: 5.780 1.774 0.670  0.001
H: 6.156 4.139 0.355  0.000
H: 5.357 6.388 -0.313  0.004
H: 2.998 6.707 -0.983  -0.002
H: 1.432 4.803 -0.940  0.004
C: -1.174 -3.739 5.012  0.000
C: 0.161 -3.009 4.953  0.000
N: 0.084 -1.720 4.234  0.001
C: 0.020 -0.499 5.050  -0.002
C: -1.395 -0.125 5.479  0.000
C: -0.001 -1.717 2.912  0.002
S: -0.284 -0.109 2.217  -0.015
N: 0.098 -2.884 2.296  0.002
C: 0.019 -3.143 1.007  0.001
O: -0.151 -2.283 0.073  0.030
C: 0.099 -4.553 0.593  0.000
C: 0.197 -5.568 1.545  0.000
C: 0.255 -6.889 1.139  0.000
C: 0.217 -7.207 -0.212  0.000
C: 0.122 -6.200 -1.166  0.000
C: 0.065 -4.878 -0.766  0.000
H: -1.044 -4.687 5.533  0.000
H: -1.545 -3.948 4.009  0.000
H: -1.924 -3.159 5.549  0.000
H: 0.903 -3.626 4.451  0.000
H: 0.519 -2.784 5.956  0.000
H: 0.478 0.317 4.491  -0.001
H: 0.639 -0.678 5.927  0.000
H: -2.041 0.039 4.616  0.000
H: -1.363 0.797 6.058  0.000
H: -1.838 -0.898 6.104  0.000
H: 0.228 -5.317 2.595  0.000
H: 0.332 -7.674 1.879  0.000
H: 0.266 -8.242 -0.522  0.000
H: 0.097 -6.450 -2.217  0.000
H: 0.003 -4.091 -1.504  0.000

## Properties
Energy relative to the best compared isomer or geometry (same formula, charge and spin): 0.000 eV
Multiplicity: 2
Total charge: +2

# 3
Below is C29H28N4O5S3Yb as an isolated structure in a non-equilibrium geometry, with properties calculated with ωB97M-V/def2-TZVPD.

Each line ends with the Löwdin spin population.
CARTESIAN COORDINATES (ANGSTROEM)
Yb: 12.235 12.420 9.415  0.995
O: 13.528 15.724 11.725  0.000
C: 13.071 15.010 10.835  0.001
O: 13.434 13.785 10.598  0.001
C: 11.979 15.547 9.920  0.000
C: 11.612 16.870 10.099  0.000
C: 10.546 17.331 9.354  0.000
C: 9.785 16.457 8.555  0.000
C: 8.736 16.840 7.740  0.000
C: 7.999 15.901 7.070  0.000
C: 8.339 14.522 7.125  0.000
C: 9.471 14.182 7.847  0.000
C: 10.249 15.138 8.551  0.000
N: 11.343 14.685 9.203  -0.001
H: 12.256 17.465 10.783  0.000
H: 10.343 18.368 9.403  0.000
H: 8.553 17.900 7.494  0.000
H: 7.245 16.117 6.335  0.000
H: 7.816 13.727 6.668  0.000
H: 9.792 13.125 8.022  0.000
C: 8.698 10.476 6.010  0.000
C: 9.749 10.236 6.970  0.000
N: 9.730 9.731 8.163  0.000
O: 8.370 9.377 8.364  0.000
C: 11.012 10.883 6.624  0.001
C: 11.468 10.897 5.192  0.000
N: 11.608 11.426 7.560  0.003
O: 12.832 11.987 7.347  0.001
H: 8.962 11.499 5.498  0.000
H: 7.722 10.552 6.432  0.000
H: 8.706 9.841 5.089  0.000
H: 8.365 8.696 9.021  0.000
H: 10.710 10.517 4.504  0.000
H: 12.461 10.369 5.019  0.000
H: 11.709 11.890 4.881  0.000
S: 9.844 11.911 11.005  -0.001
C: 9.745 13.119 12.117  0.000
N: 10.785 13.623 12.819  0.000
C: 10.517 14.680 13.748  0.000
C: 9.129 15.236 13.542  0.000
S: 8.263 13.842 12.699  0.000
H: 11.731 13.330 12.633  0.000
H: 11.323 15.457 13.663  0.000
H: 10.451 14.278 14.793  0.000
H: 9.169 16.009 12.823  0.000
H: 8.630 15.642 14.475  0.000
O: 13.279 10.576 10.163  -0.001
S: 14.487 10.428 11.029  0.000
C: 14.784 8.648 11.035  0.000
C: 15.700 7.980 11.804  0.000
C: 15.971 6.636 11.605  0.000
C: 15.468 6.038 10.432  0.000
C: 14.498 6.698 9.690  0.000
C: 14.081 7.970 10.042  0.000
C: 13.907 10.736 12.728  0.000
C: 12.972 9.866 13.228  0.000
C: 12.362 10.210 14.457  0.000
C: 12.698 11.424 15.050  0.000
C: 13.768 12.212 14.563  0.000
C: 14.348 11.853 13.409  0.000
H: 16.247 8.550 12.602  0.000
H: 16.538 5.970 12.267  0.000
H: 15.608 5.033 10.135  0.000
H: 13.965 6.190 8.871  0.000
H: 13.337 8.514 9.399  0.000
H: 12.719 8.928 12.743  0.000
H: 11.538 9.585 14.893  0.000
H: 12.238 11.735 16.034  0.000
H: 14.164 13.053 15.094  0.000
H: 15.191 12.414 12.913  0.000

## Properties
Energy relative to the best compared isomer or geometry (same formula, charge and spin): 0.036 eV
Multiplicity: 2
Total charge: +1

# 4
Below is a 4-piece molecular cluster, C29H28NO12S overall in a non-equilibrium geometry, with properties calculated with ωB97M-V/def2-TZVPD.

Each line ends with the Löwdin charge.
CARTESIAN COORDINATES (ANGSTROEM)
C: -1.731 3.024 -2.412  0.103
C: -1.248 1.997 -3.085  -0.185
N: -0.709 0.769 -2.459  -0.521
C: 0.501 1.100 -1.608  -0.060
S: -0.113 -0.343 -3.734  0.953
C: -1.703 -0.013 -1.610  -0.119
C: -3.150 0.138 -1.996  -0.249
C: -3.656 -0.051 -3.268  -0.042
C: -4.995 0.096 -3.490  -0.033
C: -5.882 0.414 -2.482  -0.263
C: -7.352 0.574 -2.788  -0.034
C: -5.381 0.576 -1.204  -0.022
C: -4.031 0.453 -0.993  -0.042
H: -2.397 3.690 -2.955  0.097
H: -1.487 3.290 -1.381  0.064
H: -1.238 2.022 -4.168  0.110
H: 1.225 1.626 -2.236  0.104
H: 0.963 0.175 -1.261  0.084
H: 0.255 1.776 -0.786  0.079
H: 1.137 0.124 -3.951  -0.076
H: -1.545 0.195 -0.551  0.137
H: -1.441 -1.071 -1.734  0.119
H: -2.996 -0.301 -4.096  0.101
H: -5.429 -0.032 -4.479  0.125
H: -7.768 1.406 -2.215  0.086
H: -7.462 0.835 -3.846  0.081
H: -7.923 -0.341 -2.612  0.092
H: -6.059 0.795 -0.385  0.126
H: -3.653 0.596 0.018  0.122
C: 4.237 -0.420 -1.029  0.074
C: 3.807 -0.647 0.215  -0.227
C: 4.623 -1.427 1.201  -0.310
O: 4.175 -1.581 2.325  0.086
C: 5.897 -1.964 0.768  0.089
C: 6.333 -1.742 -0.481  -0.226
C: 5.530 -0.939 -1.462  -0.307
O: 5.978 -0.753 -2.576  0.123
O: 7.491 -2.216 -0.923  0.132
O: 2.629 -0.195 0.660  0.092
H: 3.661 0.144 -1.749  0.120
H: 6.466 -2.540 1.485  0.145
H: 7.573 -1.918 -1.849  0.127
H: 2.566 -0.495 1.588  0.122
C: 0.984 -5.227 3.709  0.077
C: 1.765 -4.403 2.997  -0.229
C: 2.209 -4.749 1.602  -0.304
O: 2.899 -3.949 0.992  0.100
C: 1.794 -6.025 1.045  0.072
C: 1.017 -6.851 1.759  -0.235
C: 0.549 -6.495 3.141  -0.315
O: -0.169 -7.279 3.729  0.119
O: 0.614 -8.028 1.294  0.122
O: 2.189 -3.235 3.477  0.107
H: 0.656 -4.989 4.710  0.138
H: 2.134 -6.270 0.048  0.135
H: 0.068 -8.423 2.001  0.125
H: 2.744 -2.834 2.776  0.069
C: 0.299 3.868 2.785  0.073
C: 0.056 4.639 3.858  -0.226
C: -0.645 5.963 3.733  -0.304
O: -0.852 6.606 4.739  0.138
C: -1.036 6.409 2.400  0.088
C: -0.788 5.638 1.337  -0.229
C: -0.113 4.304 1.469  -0.300
O: 0.067 3.633 0.458  0.048
O: -1.124 6.008 0.097  0.111
O: 0.415 4.283 5.080  0.138
H: 0.799 2.913 2.863  0.134
H: -1.523 7.370 2.317  0.143
H: -0.833 5.285 -0.486  0.095
H: 0.126 5.007 5.670  0.132

## Properties
DFT total energy: -67412.826 eV
Total charge: +1